Computed, not measured: C49H42BrN7O5PPbS as an isolated structure, with the ωB97M-V functional and the def2-TZVPD basis.

Atoms and positions in Å:
Pb: -0.3749 -0.2394 0.3662
O: -3.5418 -0.9437 3.3350
C: -4.5808 -1.1888 2.5402
C: -5.4580 -2.1945 2.9717
C: -6.5668 -2.5338 2.2298
C: -6.8384 -1.8872 1.0241
C: -5.9825 -0.8968 0.5894
C: -4.8558 -0.5215 1.3264
C: -3.9410 0.5481 0.8405
O: -2.9791 0.9166 1.5176
N: -4.2961 1.0373 -0.3874
N: -3.5035 1.8803 -1.0115
C: -3.7170 2.4108 -2.1943
C: -2.5983 3.2123 -2.5483
C: -2.2319 3.9982 -3.6456
C: -1.0047 4.6226 -3.5950
C: -0.1487 4.4720 -2.4902
C: -0.4882 3.6924 -1.4030
C: -1.7315 3.0885 -1.4722
O: -2.2697 2.2888 -0.5157
H: -2.9399 -0.2778 2.9327
H: -5.2233 -2.6940 3.9025
H: -7.2267 -3.3161 2.5861
H: -7.7056 -2.1608 0.4370
H: -6.1656 -0.3848 -0.3454
H: -4.6262 2.1738 -2.7163
H: -2.8866 4.1037 -4.5004
H: -0.6832 5.2329 -4.4288
H: 0.8145 4.9631 -2.4998
H: 0.1704 3.5297 -0.5607
C: 3.1600 -3.6118 3.9835
C: 1.8970 -2.7767 4.1566
N: 0.7688 -3.2950 3.4077
C: 0.4171 -2.9075 2.1618
S: 1.5518 -2.0036 1.2109
N: -0.7698 -3.3665 1.7757
N: -1.2169 -2.7936 0.6501
C: -2.2616 -3.2591 0.0625
C: -3.0281 -4.4670 0.5171
C: -2.6871 -2.5174 -1.1360
C: -3.8713 -2.8168 -1.8168
C: -4.1926 -2.1015 -2.9558
C: -3.3356 -1.1061 -3.4050
C: -2.1896 -0.8607 -2.6626
N: -1.8813 -1.5365 -1.5663
H: 3.9765 -3.1947 4.5770
H: 3.4571 -3.6127 2.9347
H: 2.9913 -4.6433 4.2990
H: 2.0816 -1.7516 3.8346
H: 1.6016 -2.7450 5.2072
H: 0.0192 -3.7393 3.9131
H: -2.5233 -4.8999 1.3760
H: -3.0846 -5.2129 -0.2807
H: -4.0482 -4.2031 0.8060
H: -4.5338 -3.5864 -1.4470
H: -5.1087 -2.3209 -3.4913
H: -3.5432 -0.5399 -4.3035
H: -1.4654 -0.1002 -2.9463
Br: 2.7412 3.0581 8.4559
C: 2.0088 2.3740 6.8324
C: 2.3577 2.9705 5.6329
C: 1.8201 2.4641 4.4577
C: 0.9444 1.3858 4.4826
C: 0.6095 0.8094 5.7005
C: 1.1416 1.2966 6.8865
C: 0.3649 0.8281 3.1865
O: -0.4688 -0.0909 3.2919
O: 0.8078 1.3333 2.1213
H: 3.0379 3.8114 5.6192
H: 2.0706 2.8942 3.4963
H: -0.0803 -0.0248 5.6983
H: 0.8882 0.8499 7.8383
N: 0.6074 0.5391 -1.5560
P: 2.0657 0.6133 -2.0144
C: 2.9954 -0.9662 -2.0857
C: 2.2373 -2.1127 -2.3084
C: 2.8465 -3.3559 -2.3807
C: 4.2210 -3.4636 -2.2235
C: 4.9836 -2.3270 -1.9910
C: 4.3725 -1.0831 -1.9198
C: 2.2672 1.2446 -3.7282
C: 1.1093 1.6289 -4.3928
C: 1.1659 2.0943 -5.7002
C: 2.3876 2.1769 -6.3525
C: 3.5507 1.7913 -5.6962
C: 3.4896 1.3251 -4.3915
C: 3.1812 1.6760 -1.0177
C: 3.7261 2.8805 -1.4522
C: 4.4343 3.6917 -0.5729
C: 4.5976 3.3054 0.7494
C: 4.0475 2.1097 1.1953
C: 3.3422 1.3029 0.3188
H: 1.1603 -2.0141 -2.3907
H: 2.2449 -4.2433 -2.5319
H: 4.6981 -4.4353 -2.2629
H: 6.0543 -2.4111 -1.8488
H: 4.9700 -0.2021 -1.7132
H: 0.1721 1.5558 -3.8511
H: 0.2573 2.3916 -6.2102
H: 2.4375 2.5369 -7.3730
H: 4.5054 1.8506 -6.2046
H: 4.3976 1.0157 -3.8865
H: 3.5988 3.1893 -2.4828
H: 4.8539 4.6285 -0.9203
H: 5.1445 3.9405 1.4358
H: 4.1521 1.8132 2.2314
H: 2.8812 0.3906 0.6817

The gap between HOMO and LUMO comes out at 6.25 eV. For the LUMO energy, the calculation gives 1.74 eV. Its charge is -1. Its largest force on an atom is 0.39 eV/A. Its relative energy (zero: lowest compared OMol25 entry of this formula, charge and spin) is 1.271 eV.


Computed, not measured: a 8-piece molecular cluster, C24H44O24 overall, with the ωB97M-V functional and the def2-TZVPD basis.

Atoms and positions in Å:
C: -2.1809 -3.4472 -4.0414
O: -2.4657 -2.1383 -4.6533
C: -1.9471 -1.0733 -3.9965
O: -1.1999 -1.1594 -3.0464
O: -2.5859 0.0115 -4.4836
C: -2.5677 1.1805 -3.6700
H: -1.1005 -3.5901 -4.0592
H: -2.6496 -4.1633 -4.7165
H: -2.6473 -3.4152 -3.0567
H: -3.2924 0.9916 -2.8780
H: -2.8421 2.0909 -4.2029
H: -1.6373 1.3290 -3.1218
C: 2.4554 -0.4920 -2.9190
O: 2.1800 -0.7765 -4.2847
C: 1.8762 -2.0467 -4.6528
O: 1.8791 -3.0630 -3.9027
O: 1.3653 -1.9745 -5.8875
C: 0.7609 -3.0660 -6.4442
H: 1.9419 -1.1603 -2.2278
H: 2.3077 0.5660 -2.7026
H: 3.4985 -0.6449 -2.6420
H: 1.3272 -3.9948 -6.3753
H: 0.5369 -2.9308 -7.5023
H: -0.2286 -3.3144 -6.0603
C: 2.6319 3.1954 4.6391
O: 1.7970 3.9307 5.5313
C: 2.1910 5.1252 5.8691
O: 3.1345 5.8142 5.5107
O: 1.4156 5.4417 6.8888
C: 1.7697 6.4065 7.8641
H: 3.0561 3.7169 3.7811
H: 2.1309 2.3598 4.1502
H: 3.5255 2.9852 5.2268
H: 1.0175 7.1414 8.1509
H: 2.5016 7.1237 7.4926
H: 2.0103 6.0520 8.8664
C: 4.6957 -2.6512 0.2985
O: 3.9002 -1.4579 0.3265
C: 4.0001 -0.3848 1.1282
O: 4.7173 -0.2282 2.0809
O: 3.2830 0.6067 0.5297
C: 2.8877 1.7712 1.1940
H: 5.7429 -2.3631 0.2061
H: 4.6062 -3.1408 -0.6712
H: 4.6675 -3.4037 1.0866
H: 2.4460 1.6458 2.1826
H: 2.1012 2.0196 0.4814
H: 3.6621 2.5353 1.1256
C: -4.5676 -2.2103 -0.5770
O: -4.4722 -1.2111 0.4269
C: -3.7872 -1.4623 1.5564
O: -3.0597 -2.3850 1.8859
O: -4.0194 -0.4536 2.3692
C: -3.5224 -0.4307 3.7059
H: -5.5724 -1.9148 -0.8790
H: -4.6225 -3.2456 -0.2405
H: -3.7884 -2.2266 -1.3391
H: -4.2572 -0.0016 4.3870
H: -2.5136 -0.0357 3.8258
H: -3.4535 -1.4216 4.1548
C: 1.0839 -3.7043 -1.1297
O: 0.6478 -4.1759 0.1365
C: 1.6034 -4.6709 1.0971
O: 2.7880 -4.9818 0.8489
O: 1.0752 -4.5940 2.3324
C: -0.2694 -4.1098 2.5811
H: 0.5200 -2.9654 -1.6990
H: 1.2579 -4.5939 -1.7350
H: 2.1312 -3.4128 -1.0494
H: -1.0700 -4.2084 1.8480
H: -0.0815 -3.1077 2.9666
H: -0.7291 -4.6330 3.4196
O: 0.0746 3.7155 -2.4084
C: -0.9256 4.2401 -1.9582
O: -0.9629 5.4158 -1.4130
C: -2.3239 5.6324 -1.0808
C: -2.9346 4.2895 -0.9863
O: -2.0651 3.5327 -1.8068
H: -2.4603 6.1055 -0.1084
H: -2.8843 6.1763 -1.8412
H: -3.9553 4.2314 -1.3641
H: -2.7405 3.8185 -0.0226
O: -0.0124 1.7386 2.2089
C: -0.3414 1.0146 1.3119
O: -1.2359 1.2889 0.3655
C: -1.3117 0.2473 -0.5522
C: -0.3504 -0.8277 -0.0281
O: 0.2100 -0.2320 1.0863
H: -2.2915 -0.2170 -0.6641
H: -1.0776 0.6277 -1.5464
H: 0.4067 -0.8491 -0.8119
H: -0.8150 -1.7525 0.3141

The gap between HOMO and LUMO comes out at 10.56 eV. As for the SMILES: COC(=O)OC.COC(=O)OC.COC(=O)OC.COC(=O)OC.COC(=O)OC.COC(=O)OC.O=C1OCCO1.O=C1OCCO1. For the LUMO energy, the calculation gives 0.29 eV. Its largest force on an atom is 4.97 eV/A. Its relative energy (zero: lowest compared OMol25 entry of this formula, charge and spin) is 3.762 eV.


Computed, not measured: a 2-piece molecular cluster, C4H6N2 overall, with the ωB97M-V functional and the def2-TZVPD basis.

Atoms and positions in Å:
C: -1.3242 0.9640 -0.0724
C: -0.0993 0.1621 -0.1647
C: 1.1707 0.0117 -0.2461
C: 2.4719 0.5128 -0.3322
N: 3.5227 0.9899 -0.4499
N: 0.3226 -1.2065 -0.5483
H: -1.7240 1.0864 -1.0859
H: -2.0888 0.4750 0.5365
H: -1.0967 1.9514 0.3360
H: 0.2219 -1.2904 -1.5701
H: -0.9987 -1.7829 1.9996
H: -0.3780 -1.8736 1.5973

The gap between HOMO and LUMO comes out at 9.26 eV. As for the SMILES: CC1=C(C#N)N1.[H][H]. For the LUMO energy, the calculation gives 0.33 eV. Its largest force on an atom is 1.06 eV/A. Its relative energy (zero: lowest compared OMol25 entry of this formula, charge and spin) is 4.712 eV.


What is the formula in the third record? C4H6N2